19
Properties=species:S:1:pos:R:3 method="wB97M-V/def2-TZVPD" homo_ev=-9.11 smiles=CC(C)[C@H]1C[C@H]1O homo_lumo_gap_ev=10.09 e_tot_ev=-8462.74197
C 1.619 1.214 0.018
C 0.794 -0.062 0.201
C 1.503 -1.283 -0.389
C -0.552 0.147 -0.448
C -1.720 -0.775 -0.257
C -1.848 0.653 0.168
O -2.329 0.857 1.465
H 1.061 2.083 0.387
H 2.576 1.162 0.547
H 1.829 1.380 -1.048
H 0.637 -0.231 1.277
H 2.477 -1.447 0.086
H 1.672 -1.147 -1.466
H 0.904 -2.192 -0.260
H -0.471 0.481 -1.484
H -2.385 -1.120 -1.032
H -1.589 -1.470 0.578
H -2.330 1.399 -0.466
H -1.847 0.349 2.121

19
Properties=species:S:1:pos:R:3 method="wB97M-V/def2-TZVPD" homo_ev=-9.30 smiles=CC(C)[C@H]1O[C@H]1C homo_lumo_gap_ev=10.39 e_tot_ev=-8462.07128
C -1.981 -1.033 -0.775
C -0.805 -0.170 -0.263
C -1.331 0.986 0.586
C 0.306 -0.758 0.594
O 1.260 -1.639 0.109
C 1.764 -0.359 0.488
C 2.307 0.696 -0.421
H -2.616 -0.414 -1.432
H -1.658 -1.895 -1.365
H -2.622 -1.395 0.037
H -0.308 0.218 -1.160
H -1.711 0.601 1.542
H -2.144 1.522 0.091
H -0.525 1.693 0.807
H 0.320 -0.506 1.660
H 2.391 -0.499 1.382
H 1.577 1.001 -1.170
H 3.231 0.370 -0.901
H 2.543 1.581 0.191

19
Properties=species:S:1:pos:R:3 method="wB97M-V/def2-TZVPD" homo_ev=-8.42 smiles="C=C/C(C)=C/C.O" homo_lumo_gap_ev=9.10 e_tot_ev=-8462.46120
C -2.344 0.263 -0.242
C -1.117 -0.577 -0.640
C -0.197 -0.849 0.291
C -0.085 -0.062 1.592
C -0.386 -2.271 -2.329
C -1.293 -1.423 -1.838
H -2.067 1.278 -0.459
H -3.165 -0.031 -0.879
H -2.574 0.204 0.817
H 0.612 -1.564 0.168
H 0.897 -0.112 2.044
H -0.299 0.988 1.385
H -0.868 -0.467 2.239
H 0.641 -2.199 -2.022
H -0.720 -3.050 -3.001
H -2.279 -1.456 -2.251
H 4.314 3.619 1.576
H 5.814 3.549 1.894
O 5.116 4.162 1.655

19
Properties=species:S:1:pos:R:3 method="wB97M-V/def2-TZVPD" homo_ev=-9.22 smiles=CC1(C)[C@@H]2C[C@@H]21.O homo_lumo_gap_ev=10.12 e_tot_ev=-8460.61423
C 1.312 1.263 -0.096
C 0.398 0.039 -0.187
C 1.251 -1.265 -0.119
C -0.628 0.038 -1.253
C -1.651 -0.927 -0.692
C -1.264 0.307 0.005
O -0.870 0.340 2.373
H 0.740 2.182 0.046
H 2.050 1.199 0.717
H 1.894 1.368 -1.022
H -0.291 0.098 1.623
H 2.068 -1.260 0.614
H 1.739 -1.375 -1.104
H 0.681 -2.183 0.030
H -0.628 0.606 -2.161
H -2.615 -0.938 -1.195
H -1.368 -1.878 -0.245
H -1.975 1.083 0.327
H -0.844 1.303 2.339

19
Properties=species:S:1:pos:R:3 method="wB97M-V/def2-TZVPD" homo_ev=-9.38 smiles=CC[C@@]1(C)C[C@H]1O homo_lumo_gap_ev=10.32 e_tot_ev=-8463.27174
C -1.483 0.083 -1.450
C -1.191 -0.341 -0.011
C 0.169 0.117 0.496
C 0.283 1.597 0.805
C 0.955 -0.828 1.378
C 1.398 -0.583 -0.027
O 1.276 -1.669 -0.900
H -0.816 -0.436 -2.147
H -1.348 1.161 -1.596
H -2.510 -0.166 -1.735
H -1.260 -1.432 0.062
H -1.963 0.066 0.657
H -0.004 2.214 -0.055
H -0.367 1.869 1.646
H 1.309 1.868 1.081
H 0.523 -1.806 1.573
H 1.551 -0.420 2.191
H 2.294 0.023 -0.175
H 1.184 -1.315 -1.793

19
Properties=species:S:1:pos:R:3 method="wB97M-V/def2-TZVPD" homo_ev=-7.40 smiles="CC1=CC1.CCO" homo_lumo_gap_ev=8.31 e_tot_ev=-8459.63650
C 1.984 0.622 -0.530
C 1.274 0.588 0.818
C -0.956 -0.636 -0.114
C -0.708 -1.649 -1.150
C -1.806 -0.402 1.087
C -1.412 0.575 0.058
O 0.112 1.515 0.945
H 2.073 1.662 -0.853
H 1.467 0.059 -1.315
H 3.003 0.218 -0.453
H 1.877 0.993 1.615
H 1.050 -0.470 1.088
H -0.325 -1.187 -2.067
H -0.010 -2.432 -0.840
H -1.666 -2.128 -1.386
H -1.398 -0.356 2.106
H -2.856 -0.700 1.045
H -1.851 1.441 -0.411
H 0.148 2.287 0.356

19
Properties=species:S:1:pos:R:3 method="wB97M-V/def2-TZVPD" homo_ev=-9.60 smiles=C[C@@H]1OCC[C@@H]1C homo_lumo_gap_ev=10.73 e_tot_ev=-8463.95493
C 1.585 0.452 0.838
C 0.409 -0.468 0.541
C -0.835 -0.102 1.369
C -1.978 -0.311 0.378
O -1.456 0.044 -0.879
C -0.124 -0.444 -0.930
C 0.630 0.395 -1.945
H 1.881 0.354 1.889
H 2.451 0.217 0.210
H 1.308 1.498 0.667
H 0.705 -1.497 0.782
H -0.785 0.942 1.705
H -0.961 -0.723 2.258
H -2.848 0.313 0.571
H -2.316 -1.360 0.388
H -0.184 -1.488 -1.280
H 0.624 1.455 -1.665
H 1.666 0.056 -2.033
H 0.151 0.295 -2.924

19
Properties=species:S:1:pos:R:3 method="wB97M-V/def2-TZVPD" homo_ev=-9.25 smiles="C=C(C)CCCO" homo_lumo_gap_ev=10.12 e_tot_ev=-8462.17828
C 1.780 0.828 1.003
O 1.769 -0.521 1.480
C 0.959 1.123 -0.325
C 0.160 -0.116 -0.909
C -1.268 -0.397 -0.380
C -1.455 -1.389 0.483
C -2.250 0.380 -1.224
H 2.839 0.980 0.708
H 1.671 1.514 1.837
H 2.230 -1.045 0.817
H 0.368 2.027 -0.183
H 1.639 1.359 -1.151
H 0.207 -0.293 -1.976
H 0.709 -0.927 -0.466
H -0.558 -1.938 0.751
H -2.338 -1.959 0.735
H -3.199 0.606 -0.689
H -2.419 -0.020 -2.222
H -1.824 1.384 -1.365

19
Properties=species:S:1:pos:R:3 method="wB97M-V/def2-TZVPD" homo_ev=-8.45 smiles="C=C/C(C)=C/C.O" homo_lumo_gap_ev=9.33 e_tot_ev=-8462.79209
C -0.039 1.902 -0.072
C 0.168 0.434 0.111
C -0.345 -0.182 1.177
C -0.989 0.416 2.374
C 1.799 -0.015 -1.763
C 0.971 -0.385 -0.785
H 0.419 2.505 0.710
H 0.330 2.327 -0.994
H -1.106 2.134 -0.077
H -0.187 -1.252 1.241
H -1.070 1.493 2.338
H -2.000 0.019 2.500
H -0.495 0.143 3.303
H 1.742 0.913 -2.323
H 2.346 -0.814 -2.247
H 1.030 -1.445 -0.578
H -0.342 -3.314 -1.474
H -1.052 -2.028 -1.962
O -1.181 -2.850 -1.481

19
Properties=species:S:1:pos:R:3 method="wB97M-V/def2-TZVPD" homo_ev=-9.62 smiles=COCC1(C)CC1 homo_lumo_gap_ev=10.64 e_tot_ev=-8462.54978
C -0.968 -2.051 0.089
O -1.705 -0.900 0.457
C -0.961 0.219 0.899
C 0.191 0.591 -0.032
C -0.146 0.369 -1.504
C 1.047 1.766 0.353
C 1.593 0.375 0.487
H -1.282 -2.904 0.701
H 0.112 -1.913 0.204
H -1.160 -2.290 -0.968
H -1.689 1.039 0.937
H -0.585 0.057 1.924
H -1.131 -0.105 -1.572
H 0.573 -0.295 -1.997
H -0.197 1.305 -2.069
H 0.811 2.328 1.255
H 1.429 2.379 -0.462
H 1.695 -0.019 1.498
H 2.371 0.048 -0.199

19
Properties=species:S:1:pos:R:3 method="wB97M-V/def2-TZVPD" homo_ev=-9.44 smiles=CC[C@H]1CCCO1 homo_lumo_gap_ev=10.55 e_tot_ev=-8463.17288
C 2.402 -0.413 -0.109
C 1.533 0.753 -0.512
C 0.151 0.551 0.149
C -0.969 0.716 -0.820
C -2.130 0.031 -0.130
C -1.439 -1.241 0.442
O -0.151 -0.819 0.865
H 2.451 -0.432 0.982
H 1.893 -1.325 -0.425
H 3.406 -0.367 -0.533
H 1.988 1.708 -0.214
H 1.441 0.813 -1.606
H 0.018 1.227 0.992
H -0.923 1.814 -0.889
H -0.758 0.286 -1.808
H -2.995 -0.174 -0.769
H -2.452 0.641 0.723
H -2.059 -1.634 1.261
H -1.340 -2.049 -0.303

19
Properties=species:S:1:pos:R:3 method="wB97M-V/def2-TZVPD" homo_ev=-8.63 smiles="C=CC/C=C/C.O" homo_lumo_gap_ev=9.42 e_tot_ev=-8461.74120
C -1.780 -0.416 0.731
C -3.052 -0.035 0.891
C -0.811 0.447 -0.090
C 0.592 0.495 0.462
C 1.318 -0.613 0.672
C 2.591 -0.594 1.488
H -1.249 -1.245 1.190
H -3.606 -0.218 1.807
H -3.430 0.711 0.202
H -0.645 0.029 -1.103
H -1.419 1.343 -0.176
H 0.982 1.482 0.708
H 1.128 -1.489 0.053
H 2.980 -1.605 1.635
H 3.346 -0.030 0.921
H 2.477 -0.149 2.474
H 0.306 0.056 -4.450
H 0.114 1.378 -3.818
O 0.156 0.452 -3.596